53
Properties=species:S:1:pos:R:3:forces:R:3 method="wB97M-V/def2-TZVPD" charge=+1 gap_ha="0.2617 / 0.2790" multiplicity=2 e_above_lowest_kcal_mol=9.28 e_homo_ev="-10.428 / -11.778" e_lumo_ev="-3.3 / -4.2"
Pd -0.4900 -0.2279 0.2980 0.4 0.4 -0.3
Br -3.4281 -1.8947 0.3990 0.0 -0.1 0.0
C -2.4978 -0.2281 0.3931 -0.2 0.0 0.0
Br -0.5596 1.6697 1.7799 0.0 0.1 0.1
H -2.8351 0.3613 1.2317 0.0 -0.1 0.1
H -2.6927 0.2662 -0.5588 -0.1 0.0 0.0
N -0.3121 -3.2856 0.6601 0.0 0.2 -0.1
P 0.1316 -2.0307 1.7198 0.1 0.0 0.1
C 1.9100 -2.1907 2.0065 0.0 -0.2 0.1
C 2.7989 -1.3895 1.2988 0.0 0.0 -0.1
C 4.1671 -1.5444 1.4765 0.0 0.0 0.0
C 4.6475 -2.5030 2.3549 0.0 0.0 0.0
C 3.7633 -3.3152 3.0563 0.0 0.0 0.0
C 2.3990 -3.1604 2.8858 0.0 0.0 0.1
C -0.6442 -2.4281 3.2824 -0.1 0.0 0.0
C -1.7289 -3.2984 3.3717 0.0 0.0 0.0
C -2.3343 -3.5242 4.5983 0.0 0.0 0.0
C -1.8722 -2.8724 5.7320 0.0 0.0 0.0
C -0.7966 -1.9976 5.6445 0.0 0.0 0.0
C -0.1799 -1.7751 4.4261 0.0 0.1 0.0
C -0.4617 -3.0469 -0.6924 0.0 0.0 0.1
C -0.5743 -4.0939 -1.6091 0.0 0.0 0.0
C -0.7364 -3.7926 -2.9406 0.0 0.0 0.0
C -0.7624 -2.4612 -3.3556 0.0 0.0 0.0
C -0.6337 -1.4854 -2.4007 0.0 -0.1 0.0
N -0.5011 -1.7702 -1.0928 -0.1 -0.2 -0.2
H -0.2849 -4.2511 0.9529 0.1 0.0 0.0
H 2.4239 -0.6741 0.5792 0.0 0.1 0.0
H 4.8568 -0.9181 0.9260 0.0 0.0 0.0
H 5.7139 -2.6225 2.4941 0.0 0.0 0.0
H 4.1412 -4.0635 3.7400 0.0 0.0 0.0
H 1.7155 -3.7803 3.4543 0.0 0.0 0.0
H -2.1057 -3.7944 2.4884 0.0 0.0 0.0
H -3.1710 -4.2064 4.6648 0.0 0.0 0.0
H -2.3512 -3.0452 6.6865 0.0 0.0 0.0
H -0.4364 -1.4889 6.5284 0.0 0.0 0.0
H 0.6597 -1.0929 4.3680 0.0 0.0 0.0
H -0.5319 -5.1164 -1.2603 0.0 0.0 0.0
H -0.8346 -4.5921 -3.6627 0.0 0.0 0.0
H -0.8785 -2.1918 -4.3943 0.0 0.0 0.0
H -0.6206 -0.4333 -2.6482 0.0 0.0 0.0
O 1.2666 0.5128 -0.9626 0.0 -0.2 0.1
N 1.9313 1.6511 -0.9089 -0.1 0.1 0.0
C 2.1818 2.2907 -2.0692 0.0 0.0 0.0
C 2.8925 3.4673 -2.0822 0.0 0.0 0.0
C 3.3539 4.0031 -0.8880 0.0 0.0 0.0
C 3.0774 3.3333 0.2898 0.0 0.0 0.0
C 2.3594 2.1552 0.2608 0.0 -0.1 0.0
H 1.7901 1.7942 -2.9426 0.0 0.0 0.0
H 3.0773 3.9510 -3.0302 0.0 0.0 0.0
H 3.9139 4.9273 -0.8800 0.0 0.0 0.0
H 3.4046 3.7109 1.2476 0.0 0.0 0.0
H 2.0810 1.5918 1.1368 0.1 0.0 0.0

---

55
Properties=species:S:1:pos:R:3:forces:R:3 method="wB97M-V/def2-TZVPD" charge=+2 gap_ha=0.2241 e_above_lowest_kcal_mol=2.20 e_homo_ev=-14.356 e_lumo_ev=-8.3
Pd 1.6505 0.2357 0.5241 0.5 0.2 -0.1
O 2.2029 3.7867 -5.5671 -0.1 -0.1 0.0
C 2.0675 3.2748 -4.5139 0.2 0.2 0.1
S 2.5071 1.5443 -4.2254 -0.1 -0.1 0.0
C 2.0987 1.4830 -2.5690 0.1 -0.1 0.0
C 1.6301 2.7763 -1.9574 -0.2 -0.1 0.1
S 1.2466 2.9498 -0.3978 0.1 0.3 -0.1
S 1.5058 4.1126 -3.0457 -0.1 0.0 0.0
S 2.2661 0.0321 -1.8069 -0.3 -0.1 0.4
N 1.2606 0.7008 2.5412 0.1 -0.1 -0.1
C 2.5497 0.7908 3.2847 0.0 0.0 0.0
C 3.5896 1.4425 2.3950 0.0 0.0 0.0
N 3.6873 0.6467 1.1476 -0.1 0.0 0.1
H 0.8122 1.6139 2.5307 0.0 0.0 0.0
H 0.6092 0.0687 3.0023 0.0 0.0 0.0
H 2.8522 -0.2237 3.5482 0.0 0.0 0.0
H 2.4205 1.3540 4.2086 0.0 0.0 0.0
H 4.5489 1.5111 2.9080 0.0 0.0 0.0
H 3.2776 2.4532 2.1261 0.0 0.0 0.0
H 4.1067 -0.2566 1.3583 0.0 0.0 -0.1
H 4.2958 1.0868 0.4647 0.0 0.1 0.0
Cl 2.0122 -2.7711 0.0213 0.0 -0.1 0.0
C 0.5658 -2.9263 -0.9503 0.1 0.0 0.0
C 0.4649 -4.0793 -1.7111 0.0 0.0 0.0
C -0.6778 -4.3042 -2.4615 0.0 0.0 0.0
C -1.7188 -3.3870 -2.4391 0.0 0.0 0.0
C -1.6031 -2.2359 -1.6819 0.0 0.0 0.0
C -0.4477 -1.9684 -0.9396 0.0 0.0 0.0
P -0.4360 -0.4810 0.0980 -0.1 -0.3 -0.2
C -1.3056 0.8201 -0.7924 0.0 0.0 0.0
C -1.2392 0.8767 -2.1851 0.0 0.0 0.0
C -1.7361 1.9834 -2.8586 0.0 0.0 0.0
C -2.2908 3.0422 -2.1510 0.0 0.0 0.0
C -2.3427 2.9989 -0.7644 0.0 0.0 0.0
C -1.8458 1.8954 -0.0848 0.0 0.0 0.0
C -1.3713 -0.9737 1.5621 0.0 0.1 0.0
C -0.7427 -1.8264 2.4771 0.0 0.0 0.0
C -1.4495 -2.3313 3.5555 0.0 0.0 0.0
C -2.7871 -1.9936 3.7267 0.0 0.0 0.0
C -3.4186 -1.1654 2.8113 0.0 0.0 0.0
C -2.7181 -0.6582 1.7252 0.0 0.0 0.0
H 1.2716 -4.7986 -1.7008 0.0 0.0 0.0
H -0.7571 -5.2063 -3.0525 0.0 0.0 0.0
H -2.6209 -3.5696 -3.0063 0.0 0.0 0.0
H -2.4244 -1.5301 -1.6630 0.0 0.0 0.0
H -0.8074 0.0584 -2.7481 0.0 0.0 0.0
H -1.7026 2.0123 -3.9405 0.0 0.0 0.0
H -2.6887 3.8979 -2.6802 0.0 0.0 0.0
H -2.7741 3.8217 -0.2104 0.0 0.0 0.0
H -1.8861 1.8788 0.9983 0.0 0.0 0.0
H 0.2921 -2.1220 2.3267 0.0 0.0 0.0
H -0.9631 -2.9978 4.2551 0.0 0.0 0.0
H -3.3393 -2.3886 4.5686 0.0 0.0 0.0
H -4.4642 -0.9179 2.9346 0.0 0.0 0.0
H -3.2333 -0.0366 1.0047 0.0 0.0 0.0

---

56
Properties=species:S:1:pos:R:3:forces:R:3 method="wB97M-V/def2-TZVPD" charge=-1 gap_ha="0.2419 / 0.2547" multiplicity=6 e_above_lowest_kcal_mol=9.34 e_homo_ev="-4.359 / -4.709" e_lumo_ev="2.2 / 2.2"
Mn -1.2054 0.1974 1.0910 0.5 0.1 0.5
C 1.5651 -1.7905 1.7547 0.0 0.1 0.0
C 2.0432 -0.4271 1.2714 0.1 0.0 0.1
N 1.1945 0.7062 1.6804 0.0 -0.1 -0.1
C 1.6216 1.9077 0.9511 0.0 0.1 0.1
C 0.6047 3.0380 0.9639 0.1 0.0 0.1
C 1.2459 0.8905 3.1411 -0.1 0.1 0.0
C -0.1124 1.1892 3.7629 -0.1 0.1 -0.1
N -1.0862 0.2733 3.1983 -0.3 -0.2 -0.1
C -2.2237 -0.0304 3.8475 0.1 0.1 0.0
C -3.1091 -0.9349 3.2143 0.1 0.0 -0.2
F -2.7131 -1.4032 1.9881 -0.2 -0.2 0.1
C -4.3128 -1.3376 3.7206 0.0 0.0 0.0
F -5.0690 -2.1965 3.0086 0.0 0.0 0.0
C -4.7572 -0.8854 4.9513 -0.1 0.0 0.0
C -3.9202 -0.0035 5.6059 0.0 0.0 0.0
F -4.2996 0.4823 6.8074 0.0 0.0 0.0
C -2.7097 0.4182 5.0956 0.0 0.0 0.1
F -2.0010 1.3059 5.8326 0.0 0.0 0.0
H 2.1397 -2.5721 1.2539 0.0 0.0 0.0
H 0.5170 -1.9415 1.5096 -0.1 0.0 0.0
H 1.6816 -1.9200 2.8315 0.0 0.0 0.0
H 2.0691 -0.4329 0.1826 -0.1 0.0 0.0
H 3.0724 -0.2578 1.6296 0.0 0.0 -0.1
H 1.8109 1.6123 -0.0819 -0.1 0.0 0.0
H 2.5742 2.2674 1.3720 0.1 0.0 -0.1
H -0.3704 2.6893 0.6249 0.0 0.0 0.0
H 0.9192 3.8230 0.2730 0.0 0.0 0.0
H 0.4804 3.4822 1.9514 0.0 0.0 0.0
H 1.9515 1.6923 3.3998 0.0 0.0 0.0
H 1.6252 -0.0289 3.5862 0.0 0.0 0.0
H -0.4024 2.2274 3.5674 0.0 0.0 0.1
H -0.0078 1.0870 4.8441 0.0 0.0 0.0
H -5.7033 -1.1966 5.3666 0.0 0.0 0.0
C 3.1316 -2.5606 -6.7400 -0.1 0.0 0.1
C 2.1593 -2.0847 -7.7871 0.0 0.2 0.1
O 1.7816 -2.7579 -8.7001 0.1 0.0 -0.2
S 1.6335 -0.3273 -7.6568 -0.1 -0.4 0.0
C 1.1125 -0.3313 -5.9518 0.1 0.1 0.0
C -0.0758 -0.9644 -5.5957 0.0 0.0 0.1
C -0.4829 -0.9872 -4.2718 0.0 0.0 -0.1
C 0.2806 -0.3716 -3.2727 0.0 0.0 0.1
C 1.4608 0.2779 -3.6500 0.0 0.0 0.0
C 1.8727 0.2989 -4.9723 0.0 0.0 0.0
C -0.1367 -0.4011 -1.9017 0.1 -0.1 -0.2
C -0.4928 -0.4481 -0.7357 -0.1 -0.1 -0.4
H 3.2568 -3.6389 -6.8097 0.0 0.0 0.0
H 2.7961 -2.2795 -5.7433 0.0 0.0 0.0
H 4.0864 -2.0638 -6.9208 0.0 0.0 0.0
H -0.6727 -1.4406 -6.3633 0.0 0.0 0.0
H -1.4049 -1.4783 -3.9908 0.0 0.0 0.0
H 2.0511 0.7693 -2.8874 0.0 0.0 0.0
H 2.7885 0.8048 -5.2527 0.0 0.0 0.0
S -3.0500 1.7418 0.5280 0.0 0.2 0.1
C -2.7194 2.7944 1.8004 -0.2 0.0 0.1
N -2.4893 3.5172 2.6780 0.0 0.0 -0.1

---

60
Properties=species:S:1:pos:R:3:forces:R:3 method="wB97M-V/def2-TZVPD" charge=+1 gap_ha="0.3172 / 0.2269" multiplicity=6 e_above_lowest_kcal_mol=14.62 e_homo_ev="-11.413 / -11.593" e_lumo_ev="-2.8 / -5.4"
Ru 0.3717 0.1732 0.3165 -0.2 0.0 0.3
C 0.5440 4.1711 -0.2995 0.0 0.0 0.0
C -0.4260 3.0383 -0.1561 0.0 0.0 0.0
C -1.2574 2.9375 0.9529 0.0 0.0 0.0
C -2.1907 1.9070 1.0679 0.0 0.0 0.0
C -3.0237 1.7806 2.3085 0.0 0.0 0.0
C -2.3220 0.9936 0.0169 0.1 0.0 0.0
C -1.5450 1.0885 -1.1486 0.0 0.0 0.1
C -1.8416 0.2258 -2.3430 0.0 0.0 0.0
C -0.5456 2.0771 -1.1801 0.1 0.0 0.0
H 1.4231 3.8739 -0.8710 0.0 0.0 0.0
H 0.8582 4.5543 0.6698 0.0 0.0 0.0
H 0.0669 4.9926 -0.8384 0.0 0.0 0.0
H -1.1634 3.6604 1.7543 0.0 0.0 0.0
H -2.3896 1.5653 3.1733 0.0 0.0 0.0
H -3.7725 0.9952 2.2150 0.0 0.0 0.0
H -3.5400 2.7159 2.5251 0.0 0.0 0.0
H -3.0789 0.2181 0.0753 0.0 0.0 0.0
H -1.7197 -0.8345 -2.1263 0.0 0.0 0.0
H -1.1997 0.4814 -3.1827 0.0 0.0 0.0
H -2.8760 0.3869 -2.6488 0.0 0.0 0.0
H 0.0680 2.1759 -2.0680 -0.1 0.0 0.0
N -0.9778 -1.1876 1.7138 -0.5 0.1 -0.1
C -0.2527 -2.0426 2.6125 0.3 0.0 0.2
C -0.5610 -3.3933 2.6559 0.0 0.0 0.0
C 0.1464 -4.2401 3.4915 0.0 0.0 0.0
C 1.1612 -3.7269 4.2815 0.1 0.0 0.1
C 1.4565 -2.3752 4.2426 -0.1 0.0 -0.1
C 0.7532 -1.4949 3.4160 -0.1 -0.3 -0.1
C 1.1254 -0.0626 3.4015 0.0 0.2 -0.1
C 1.5569 0.5192 4.5986 0.0 0.0 -0.1
C 2.0782 1.8005 4.6253 0.0 0.0 0.0
C 2.2016 2.5234 3.4484 0.0 0.1 0.0
C 1.7395 1.9772 2.2617 -0.1 0.0 -0.1
C 1.1546 0.7111 2.2262 0.1 0.0 0.2
H -1.6362 -1.7429 1.1704 0.1 0.0 0.0
H -1.5336 -0.5109 2.2369 0.1 0.0 0.0
H -1.3550 -3.7860 2.0319 0.0 0.0 0.0
H -0.0920 -5.2943 3.5181 0.0 0.0 0.0
H 1.7326 -4.3811 4.9256 0.0 0.0 0.0
H 2.2717 -1.9921 4.8404 0.0 0.0 0.0
H 1.4858 -0.0444 5.5189 0.0 0.0 0.0
H 2.4081 2.2250 5.5639 0.0 0.0 0.0
H 2.6537 3.5064 3.4536 0.0 0.0 0.0
H 1.8572 2.5541 1.3508 0.0 0.0 0.0
F 3.3045 0.4916 -3.9730 0.0 0.0 0.0
C 2.6283 0.6587 -2.8590 0.1 -0.1 0.0
F 1.3161 0.5346 -3.1094 0.0 -0.1 -0.1
F 2.8379 1.8796 -2.3716 0.1 0.1 0.0
S 3.1194 -0.5985 -1.5953 -0.1 -0.1 -0.1
O 2.4632 -0.1176 -0.3675 -0.1 0.3 -0.1
O 4.5316 -0.6267 -1.5683 0.1 -0.1 -0.1
N 2.4611 -1.8990 -2.1657 0.0 0.1 0.1
S 1.1545 -2.5796 -1.6470 0.1 0.0 0.0
O 0.5164 -3.3758 -2.6265 0.0 -0.1 -0.2
O 0.2510 -1.6550 -0.9275 0.0 0.0 0.2
C 1.7690 -3.7212 -0.3287 0.0 0.0 0.0
F 2.7477 -4.4657 -0.8006 0.0 0.0 0.0
F 0.7758 -4.4987 0.0781 -0.1 0.0 0.0
F 2.2130 -2.9919 0.6960 0.0 0.0 0.0